Record 1
Here is a molecular structure, C14H22I2NO4P2SY from the Open Molecules 2025 dataset. Energies are from ωB97M-V/def2-TZVPD.

XYZ file:
```
47
Properties=species:S:1:pos:R:3:forces:R:3:lowdin_charge:R:1
H -2.674556 3.401301 -2.457881 0.25 0.05 -0.11 0.0192
C -0.595158 -1.838732 2.867511 -0.06 -0.34 -1.00 -0.0116
O 4.171020 -0.584146 3.107417 -2.40 0.32 1.44 -0.2268
H -0.781288 -1.256204 6.204026 0.16 0.01 -0.19 0.1353
H 1.355194 2.956828 -3.492701 -0.01 0.28 0.02 0.0557
H -1.246696 -2.290867 2.121139 0.46 0.20 0.07 0.1060
C -1.675248 -2.576796 -2.929797 -0.10 -0.86 -0.36 -0.2898
O 0.662550 -0.907833 -0.176417 6.26 2.16 3.92 -0.7033
C -0.576755 -2.821022 -0.269069 -0.59 -0.66 0.16 -0.1820
C 0.626359 -1.230983 2.536887 -0.07 -0.30 0.38 -0.1389
H 1.960340 3.430139 -1.889561 -0.09 0.21 -0.08 0.0209
C 0.850673 -0.669235 4.928314 0.63 0.17 -0.60 0.0011
C 1.148126 -2.581436 -2.578479 0.21 -0.44 -0.15 -0.2466
H -1.458670 -3.626073 -3.145529 -0.34 -0.01 -0.25 0.0630
H -1.526563 -2.520038 0.190341 0.05 -0.23 -0.30 0.0673
C -0.603769 3.745402 -0.277904 0.02 0.28 0.35 -0.2266
C -1.083252 -1.868519 4.159938 0.01 0.16 0.59 -0.0110
H 1.983667 -2.480454 -1.879048 -0.14 -0.15 -0.14 0.0315
I 2.344876 0.502597 -1.163768 1.78 -0.37 1.06 1.2953
H -1.704206 2.905959 -3.862786 -0.07 0.26 0.11 0.0543
N 2.395437 -0.276128 1.416238 -0.47 -0.03 -2.80 -0.0664
Y -0.396861 0.469939 -1.713361 -1.04 -0.95 -6.45 0.2584
H -0.555869 -3.884867 -0.428711 -0.22 -0.62 0.06 0.0820
H 0.210647 3.473165 0.406372 -0.15 0.15 -0.10 0.0580
H -2.051143 -2.335141 4.371391 0.44 0.15 -0.19 0.1385
O -0.763864 0.482288 1.390623 -1.01 0.94 1.85 0.2202
H -1.678657 -1.991962 -3.855496 -0.07 -0.20 0.04 0.0551
I -3.159419 0.464329 -1.782159 -0.48 -0.02 0.29 0.4915
H 0.991639 -3.633046 -2.836335 0.34 0.08 -0.09 0.0694
H 1.378464 -2.002565 -3.481353 0.00 -0.29 0.06 0.0564
H 1.412693 -0.181051 5.718934 -0.03 -0.10 -0.09 0.1387
P -0.384954 -1.965360 -1.856023 -0.75 -4.40 -1.24 0.6514
H -1.558135 3.452562 0.178131 0.18 0.11 -0.12 0.0639
H 0.233004 -2.538678 0.412957 -0.76 -1.31 -0.44 0.0406
C -1.696639 3.500496 -2.940091 -0.15 0.30 -0.26 -0.2876
C 1.314942 -0.866237 1.221951 -1.25 -0.05 0.36 -0.3373
C 1.339151 -0.674389 3.613301 0.09 0.20 1.20 -0.1816
C -0.374013 -1.266842 5.195494 -0.08 -0.09 -0.04 -0.0092
H -1.486674 4.547996 -3.168228 -0.18 -0.02 -0.14 0.0654
O 2.965216 1.560597 2.945189 -1.14 -1.70 1.39 -0.2452
H -2.651613 -2.476375 -2.449604 0.16 -0.05 -0.11 0.0179
H -0.594649 4.827686 -0.444102 -0.02 -0.10 0.16 0.0747
S 2.899861 0.117585 3.087026 2.58 0.68 -3.19 0.8122
P -0.391895 2.892751 -1.852800 -0.29 4.42 -0.27 0.5930
C -0.656515 0.499330 0.284734 -2.29 1.92 5.46 -0.3568
H 0.960664 4.582535 -2.839961 0.36 -0.05 -0.10 0.0688
C 1.122517 3.531490 -2.586766 0.30 0.29 -0.18 -0.2850
```
Forces are in eV/Å.

Calculated values
Total charge   +2
Spin multiplicity   1
LUMO energy (alpha / beta)   -10.177 / -10.484 eV
ΔE to the lowest compared entry with this formula, charge and spin   73.4 kcal per mole
Gap between HOMO and LUMO (alpha / beta)   0.163 / 0.151 Eh

Record 2
Here is a molecular structure, C14H23AlBrIN3O2P2 from the Open Molecules 2025 dataset. Energies are from ωB97M-V/def2-TZVPD.

XYZ file:
```
47
Properties=species:S:1:pos:R:3:forces:R:3:lowdin_charge:R:1
H -3.906329 0.562351 4.295893 -0.04 0.00 0.03 0.1011
C 1.156371 -5.468436 -1.529372 0.04 -0.02 -0.01 -0.0799
O -1.846025 1.958269 -0.666967 0.21 -0.35 0.82 -0.4531
H 0.364229 2.958999 1.816703 -0.12 -0.08 0.22 -0.0078
C -4.536744 0.274274 1.137452 0.15 -0.02 -0.10 -0.1431
H 1.403778 -1.318134 0.212036 -0.05 -0.08 0.29 -0.0475
C 3.166404 -3.714230 -1.069554 0.02 0.11 0.02 -0.1413
H -1.970576 1.352903 0.088550 0.00 0.05 -0.37 -0.0064
I 4.997217 3.146319 -2.006423 -0.03 -0.02 0.12 0.6949
H 2.674491 -6.946905 -1.891905 0.00 0.00 0.00 0.0976
H 3.940674 -2.978226 -0.877722 0.04 -0.03 -0.02 0.1078
N -0.527197 3.026224 1.345090 0.09 -0.23 -0.39 -0.2534
C 0.940867 -4.138796 -1.196963 -0.13 0.12 0.02 -0.1408
H -0.064469 -3.739912 -1.109896 -0.02 -0.04 -0.01 0.1091
P 0.986502 0.241437 -2.887220 -0.63 -0.75 -0.26 0.3257
H 4.529024 -5.326974 -1.470949 0.01 0.02 0.00 0.0951
C -4.510149 0.478344 3.398507 0.10 0.01 0.04 -0.1586
C 2.819001 4.108083 -0.142116 0.52 0.29 0.15 -0.2273
H -6.443946 0.189546 0.154008 0.02 0.00 -0.02 0.0997
H 0.738503 -0.256103 1.510956 -0.07 -0.07 0.22 -0.0158
H -0.283702 -0.841758 0.160514 -0.25 -0.12 0.16 -0.0205
C 2.462981 -5.916959 -1.632184 0.00 -0.03 -0.01 -0.0967
H 3.177704 1.330072 1.009550 -0.16 -0.05 0.24 0.0514
H 3.374849 4.986602 0.182585 0.04 0.22 -0.09 0.0629
H -3.955955 0.192417 0.225053 -0.08 0.02 -0.05 0.1011
N -3.830884 0.375240 2.260030 -0.09 -0.03 0.01 0.0694
C -5.894868 0.483023 3.471791 -0.02 0.00 -0.01 -0.0862
C -5.923645 0.271242 1.098286 -0.04 0.00 0.04 -0.0721
H 3.829866 0.818915 -0.501888 0.05 -0.27 -0.02 0.0252
N 1.918062 -3.269796 -0.967091 0.19 -0.26 -0.10 0.0679
H -0.967275 3.916185 1.531916 0.19 0.10 0.14 -0.0048
O -0.462430 0.902126 -3.407330 0.64 0.42 -0.15 -0.5217
Br 2.480574 1.164836 -4.322881 0.13 0.22 -0.13 0.0315
C 3.145415 1.542747 -0.061118 0.05 0.39 -0.74 -0.3339
H 4.507882 3.070668 0.559925 0.34 0.03 0.01 0.0424
H -6.393740 0.568198 4.427831 0.02 0.00 0.01 0.0942
C -6.615329 0.377074 2.292886 -0.04 0.00 -0.01 -0.0943
C 3.493798 -5.021603 -1.398750 -0.01 -0.03 0.00 -0.0818
H 2.345865 4.359600 -1.083584 -0.35 -0.21 -0.08 0.0513
C 3.771183 2.931434 -0.222370 -0.09 -0.13 0.35 -0.8433
H 2.082557 3.913271 0.632338 -0.29 -0.08 -0.03 0.0379
H -7.698156 0.378484 2.305720 0.00 0.00 0.00 0.0990
H 0.320638 -6.132341 -1.704911 -0.02 0.01 0.00 0.0952
Al 1.272159 1.079071 -0.678308 0.22 -0.44 1.11 -0.0176
C 0.710955 -0.512521 0.455508 0.36 0.55 -0.90 -0.2332
H -0.399898 1.870445 -3.362551 -0.37 -0.26 0.18 0.0026
P -0.380230 2.754292 -0.381075 -0.55 1.01 -0.67 0.6178
```
Forces are in eV/Å.

Calculated values
Total charge   -1
Spin multiplicity   1
LUMO energy   2.608 eV
Gap between HOMO and LUMO   0.225 Eh

Record 3
Here is a molecular structure, C14H23BCdN6O from the Open Molecules 2025 dataset. Energies are from ωB97M-V/def2-TZVPD.

XYZ file:
```
46
Properties=species:S:1:pos:R:3:forces:R:3:lowdin_charge:R:1
H 2.481246 3.456976 0.204323 -0.08 -0.02 0.01 0.0774
H -4.964685 -1.253499 -1.392360 -0.20 0.02 -0.02 0.0825
C 0.968688 3.098578 2.473051 0.07 0.12 0.18 -0.0704
O 0.515526 1.678611 0.667135 0.00 -0.94 -0.94 -0.3760
C -2.922788 -0.371086 -1.237249 0.15 -1.38 0.40 -0.1485
N -0.218900 -2.484211 1.282819 0.47 0.80 0.06 -0.0479
H 0.976280 4.132964 2.835223 0.03 -0.09 0.06 0.0748
H 2.410927 -1.393865 -2.866530 -0.07 -0.07 0.12 0.0953
H -1.236136 3.639790 -0.126081 0.04 -0.03 0.03 0.0671
C -0.036875 -2.980140 2.522933 0.34 0.84 0.02 -0.0849
N -1.986884 -2.204890 -0.488115 -0.09 1.00 -0.50 -0.0356
H 1.177541 2.366574 -2.514613 -0.02 -0.45 0.13 0.0346
H 0.298829 2.504504 3.103294 0.02 0.09 -0.09 0.0775
H 1.143551 3.871297 -0.891776 -0.03 0.02 0.08 0.0515
C -0.888693 3.626844 0.912770 -0.16 0.10 0.06 -0.0651
H -0.886114 4.659700 1.287147 -0.07 -0.14 -0.10 0.0761
C 1.839217 -3.546385 -2.570211 -0.16 0.17 0.15 -0.0625
H -1.203994 -4.238875 0.210088 0.01 -0.07 -0.12 0.1145
C 0.512525 3.010899 1.011648 0.02 0.00 0.16 -0.8139
C 0.789840 -0.904009 2.409790 -0.48 -1.07 -0.35 -0.1375
H -0.374149 -3.978271 2.761544 0.04 0.12 0.07 0.1137
C 0.861109 -4.068046 -1.719974 0.23 1.26 -0.10 -0.0575
H -1.602058 3.045212 1.505438 0.11 0.02 -0.06 0.0785
N 0.283006 -3.046720 -1.065169 1.06 0.97 -0.88 -0.0082
N 0.869431 -1.829671 -1.454882 1.32 -5.37 -2.02 -0.1199
H -3.652034 -3.494744 -0.447824 -0.04 0.15 -0.02 0.1190
C 1.462861 3.857038 0.155982 0.16 0.17 0.04 -0.0690
B -0.833952 -3.121068 0.009939 0.26 1.27 0.43 -0.5075
H 1.486353 4.893465 0.519506 0.04 -0.13 -0.16 0.0784
Cd 0.455609 0.035826 -0.893193 -4.21 -0.29 6.32 1.3433
H 0.907561 -2.067844 4.306940 0.01 -0.04 0.20 0.0795
H 1.975943 2.680316 2.570330 -0.05 0.07 -0.03 0.0756
H -0.192455 1.268185 -2.493917 0.25 0.02 0.05 0.0250
C -3.928007 -1.357369 -1.145360 0.37 -0.12 0.12 -0.0714
C 0.609346 -2.000600 3.280383 -0.27 -0.23 -0.44 -0.0683
C 0.908896 1.302403 -2.502708 2.51 1.36 -0.85 -0.1435
H 0.533655 -5.080591 -1.531625 0.08 0.12 -0.07 0.1257
H 1.671821 0.862594 -1.507660 0.24 2.82 -3.45 0.0665
N -1.748192 -0.891426 -0.848288 -0.90 -0.33 -0.08 -0.0319
H 1.228809 0.067827 2.595447 -0.12 -0.14 -0.18 0.0881
H 1.282330 0.814587 -3.407296 -0.13 0.07 0.21 0.0301
C -3.289841 -2.501153 -0.668281 0.32 0.93 -0.20 -0.0755
H 2.477516 -4.102284 -3.227998 0.10 -0.06 -0.10 0.0882
C 1.812548 -2.156396 -2.384820 -1.19 -0.93 1.04 -0.1400
H -3.015554 0.659534 -1.559469 0.14 -0.17 0.10 0.1000
N 0.302423 -1.210897 1.202736 -0.10 -0.43 0.74 -0.0280
```
Forces are in eV/Å.

Calculated values
Spin multiplicity   1
LUMO energy   0.265 eV
ΔE to the lowest compared entry with this formula, charge and spin   53.7 kcal per mole
Gap between HOMO and LUMO   0.291 Eh

Record 4
Here is a molecular structure, C14H23BIrN6O from the Open Molecules 2025 dataset. Energies are from ωB97M-V/def2-TZVPD.

XYZ file:
```
46
Properties=species:S:1:pos:R:3:forces:R:3:lowdin_charge:R:1
C 2.639054 -2.217248 -2.096547 0.04 -0.02 0.96 0.0081
H -3.359060 -0.883158 -0.565971 -0.24 -0.09 0.30 0.1143
C 1.249030 -0.787764 3.709091 0.59 -0.31 -0.19 -0.0117
N 1.053879 -0.910678 -1.205959 2.42 -1.21 -2.07 -0.1650
H -1.397408 -0.903050 3.295109 0.22 0.25 0.16 0.0601
C 0.900267 2.938006 -2.502964 -0.12 -0.89 0.40 0.0234
H -0.517334 -2.009904 0.700585 -1.72 -1.44 1.38 -0.0040
N -1.237555 -0.009481 -2.838668 -0.95 0.35 0.63 0.0074
C 1.077657 3.626846 -1.298899 -0.45 -0.74 0.96 0.0265
C 0.410621 0.306633 3.032261 0.76 -0.11 1.64 -0.6563
H 1.378912 4.638614 -1.159656 0.20 0.41 -0.07 0.1186
H -1.237379 -3.027160 2.176294 0.14 1.10 -0.50 0.0753
C 0.861234 1.685703 3.540926 0.49 0.84 0.12 -0.0117
H 2.251486 -1.443144 -4.162119 0.10 0.03 -0.29 0.1470
C 2.026408 -1.826932 -0.905553 -0.85 0.31 -1.32 -0.0492
N 1.131782 -0.638442 -2.576747 0.34 -1.01 0.74 0.0117
H 0.397470 0.673776 -4.360690 -0.14 -0.11 0.40 0.1374
H -4.388047 -0.794582 -3.113066 -0.14 -0.12 0.01 0.1250
B 0.196116 0.455144 -3.196907 0.27 -0.11 1.00 -0.4198
H 0.679082 2.797497 0.791796 0.10 0.18 -0.42 0.1127
H 3.405524 -2.964424 -2.185530 0.12 0.01 -0.14 0.1222
Ir -0.326352 -0.091431 -0.005329 0.69 0.39 1.90 1.6490
H -2.238368 -0.049255 -4.641497 -0.25 0.05 -0.49 0.1463
C -2.338536 -0.185453 -3.588351 1.16 -0.14 0.59 0.0150
N 0.481591 1.686652 -2.263255 -0.28 1.08 1.09 0.0207
H 0.270685 2.515157 3.118948 0.06 -0.39 0.08 0.0936
H 0.727825 1.711439 4.632593 0.00 -0.10 -0.39 0.1141
H 2.324192 -0.611172 3.553034 -0.34 -0.13 0.02 0.1037
C -2.891455 -0.634719 -1.492007 0.78 0.58 -1.44 -0.0574
H -2.121278 -1.547639 1.518138 -0.35 0.65 0.53 -0.0154
H 1.924293 1.882591 3.347137 -0.26 -0.17 -0.07 0.1046
C -1.488093 -2.375182 1.301178 1.46 -1.46 -0.56 -0.0626
C 2.061754 -1.453437 -3.108454 -0.61 0.49 0.92 0.0147
H 2.127431 -2.122070 0.130950 0.25 -0.19 -0.23 0.1264
H -1.706678 0.813124 2.964852 -0.08 0.06 -0.02 0.0942
C -1.037890 0.114426 3.472028 -0.64 0.13 -0.46 -0.0331
N 0.325315 1.560625 -0.882176 1.06 2.75 -1.74 -0.1715
H 1.059847 3.243934 -3.512756 0.13 0.26 -0.39 0.1463
C 0.720664 2.726476 -0.293651 0.07 0.25 -1.30 -0.0445
N -1.583151 -0.237094 -1.519647 -2.02 -1.03 -1.06 -0.1873
C -3.386663 -0.594790 -2.785562 -0.48 -0.03 0.48 0.0099
H -1.113107 0.324395 4.555424 0.18 -0.11 -0.60 0.1206
O 0.704916 0.255012 1.638234 -1.87 -0.75 0.34 -0.2018
H 1.069220 -0.812932 4.793531 -0.05 0.16 -0.37 0.1131
H 0.979780 -1.781730 3.310813 0.12 0.39 0.11 0.0903
H -2.067664 -3.043186 0.679023 0.10 -0.07 -0.67 0.0388
```
Forces are in eV/Å.

Calculated values
Total charge   +2
Spin multiplicity   6
LUMO energy (alpha / beta)   -5.638 / -10.455 eV
Gap between HOMO and LUMO (alpha / beta)   0.332 / 0.196 Eh

no.,largest force on an atom (Eh/bohr),M (g mol⁻¹)
1,0.1496,705.1
2,0.0259,561.1
3,0.1478,414.6
4,0.0666,494.4